No. 1
Here is an isolated ion of composition C3H6NO and charge +1 in a non-equilibrium geometry from the OMol25 dataset. Energies are from ωB97M-V with the def2-TZVPD basis set.

Structure (ORCA input):
```
! RIJCOSX wB97M-V def2-TZVPD def2/J DEFGRID3
* xyz 1 1
O 1.010 -0.959 -0.907
N -0.680 -0.738 1.209
C 1.143 0.410 -0.397
C -0.037 -0.402 -0.287
C -0.054 0.857 -1.161
H -1.535 -0.194 1.347
H -0.481 1.758 -0.830
H -0.191 0.718 -2.229
H -0.110 -0.394 1.893
H -1.033 -1.691 1.154
H 1.968 0.636 0.208
*
```

As for the SMILES: [NH3+][C@]12C[C@@H]1O2. The value obtained for the calculated total energy is -247.47131 Ha. Its molar mass is 72.1 g/mol. Its LUMO energy is -4.3 eV. The value obtained for the max |F| is 5.856 eV/A.

Here are the natural (NBO) charges for atoms 1 to 5, given in e: -0.404, -0.693, 0.016, 0.330, -0.362

No. 2
Here is a 2-piece molecular cluster, C3H6NO overall in a non-equilibrium geometry from the OMol25 dataset. Energies are from ωB97M-V with the def2-TZVPD basis set.

Structure (ORCA input):
```
! RIJCOSX wB97M-V def2-TZVPD def2/J DEFGRID3
* xyz 1 3
O 1.496 1.222 -0.173
N -1.751 0.306 0.153
C 1.487 -0.820 0.129
C 2.282 0.223 0.505
C 0.874 0.149 -0.722
H 3.410 0.508 0.641
H -1.591 -0.655 0.047
H -2.670 0.580 -0.091
H -1.218 0.690 0.916
H 0.341 -0.001 -1.712
H 1.622 -1.947 0.209
*
```

The value obtained for the calculated total energy is -247.39323 Ha. The expectation value of S² is 2.007. Its molar mass is 72.1 g/mol. Its LUMO energy (spin up / spin down) is -4.5 / -9.1 eV. The value obtained for the max |F| is 7.313 eV/A.

Here are the natural (NBO) charges for atoms 1 to 5, given in e: -0.288, -0.994, -0.061, 0.152, 0.170

No. 3
Here is a 2-piece molecular cluster, C3H6NO2 overall from the OMol25 dataset. Energies are from ωB97M-V with the def2-TZVPD basis set.

Structure (ORCA input):
```
! RIJCOSX wB97M-V def2-TZVPD def2/J DEFGRID3
* xyz -1 1
O 0.942 2.149 -1.524
O -1.949 -2.828 1.042
N 0.295 -0.077 -1.334
C 0.579 1.236 0.658
C -1.122 -2.066 0.600
C 0.652 1.108 -0.879
H -0.491 -2.223 -0.289
H -0.474 1.285 0.917
H 1.105 2.118 1.015
H 1.100 0.395 1.123
H -0.996 -1.056 1.022
H 0.359 -0.041 -2.350
*
```

The value obtained for the calculated total energy is -323.16004 Ha. Its molar mass is 88.1 g/mol. Its LUMO energy is 3.9 eV. The value obtained for the max |F| is 0.790 eV/A.

Here are the natural (NBO) charges for atoms 1 to 5, given in e: -0.798, -0.569, -0.976, -0.708, 0.292

No. 4
Here is an isolated ion of composition C3H6NO2 and charge -1 in a non-equilibrium geometry from the OMol25 dataset. Energies are from ωB97M-V with the def2-TZVPD basis set.

Structure (ORCA input):
```
! RIJCOSX wB97M-V def2-TZVPD def2/J DEFGRID3
* xyz -1 1
O 2.523 0.415 -0.656
O -1.702 -1.270 -1.307
N 0.635 0.642 0.668
C -0.553 -0.279 0.582
C -1.288 -0.108 -0.778
C 1.820 0.096 0.283
H -0.216 -1.314 0.589
H -1.203 -0.068 1.417
H -2.070 0.691 -0.625
H -0.522 0.358 -1.471
H 2.124 -0.747 0.931
H 0.452 1.582 0.367
*
```

As for the SMILES: O=CNCC[O-]. The value obtained for the calculated total energy is -323.12645 Ha. Its molar mass is 88.1 g/mol. Its LUMO energy is 4.1 eV. The value obtained for the max |F| is 1.357 eV/A.

Here are the natural (NBO) charges for atoms 1 to 5, given in e: -0.618, -0.943, -0.661, -0.257, -0.024

No. 5
Here is a 2-piece molecular cluster, C3H6NO2 overall in a non-equilibrium geometry from the OMol25 dataset. Energies are from ωB97M-V with the def2-TZVPD basis set.

Structure (ORCA input):
```
! RIJCOSX wB97M-V def2-TZVPD def2/J DEFGRID3
* xyz -1 1
O 0.644 -1.649 -1.256
O 2.456 -2.306 -0.015
N -0.658 1.690 1.307
C 1.883 -1.701 -1.050
C -0.577 0.902 0.139
C -1.653 0.181 -0.265
H -1.168 1.194 2.070
H -2.103 -0.395 0.555
H 0.474 0.686 -0.190
H 0.230 1.962 1.619
H 2.590 -0.907 -1.589
H -2.117 0.343 -1.325
*
```

The value obtained for the calculated total energy is -323.07749 Ha. Its molar mass is 88.1 g/mol. Its LUMO energy is 4.0 eV. The value obtained for the max |F| is 4.054 eV/A.

Here are the natural (NBO) charges for atoms 1 to 5, given in e: -0.760, -0.829, -0.817, 0.602, 0.011

No. 6
Here is a 2-piece molecular cluster, C3H6NO2 overall in a non-equilibrium geometry from the OMol25 dataset. Energies are from ωB97M-V with the def2-TZVPD basis set.

Structure (ORCA input):
```
! RIJCOSX wB97M-V def2-TZVPD def2/J DEFGRID3
* xyz -1 1
O 1.692 -0.280 0.461
O 2.584 -2.129 -0.623
N -1.601 1.143 0.115
C 2.369 -1.292 0.305
C -0.387 1.086 -0.720
C -2.305 0.100 0.640
H -0.328 0.049 -1.182
H -3.442 0.255 0.679
H 0.560 1.409 -0.104
H 3.239 -1.257 1.099
H -0.390 1.887 -1.420
H -1.990 -0.971 0.749
*
```

The value obtained for the calculated total energy is -323.10420 Ha. Its molar mass is 88.1 g/mol. Its LUMO energy is 3.9 eV. The value obtained for the max |F| is 4.677 eV/A.

Here are the natural (NBO) charges for atoms 1 to 5, given in e: -0.785, -0.791, -0.403, 0.652, -0.452

No. 7
Here is an isolated ion of composition C3H6NO2 and charge -1 in a non-equilibrium geometry from the OMol25 dataset. Energies are from ωB97M-V with the def2-TZVPD basis set.

Structure (ORCA input):
```
! RIJCOSX wB97M-V def2-TZVPD def2/J DEFGRID3
* xyz -1 1
O -1.887 0.004 1.119
O 2.094 0.358 -0.689
N 0.092 -0.835 0.316
C -1.275 0.747 -1.042
C 1.719 -0.320 0.319
C -1.016 -0.003 0.264
H 0.065 -1.467 -0.480
H 1.672 0.147 1.325
H 2.123 -1.344 0.465
H -1.078 1.812 -0.880
H -0.605 0.418 -1.829
H -2.328 0.669 -1.312
*
```

As for the SMILES: CC(=O)NC[O-]. The value obtained for the calculated total energy is -323.13633 Ha. Its molar mass is 88.1 g/mol. Its LUMO energy is 4.3 eV. The value obtained for the max |F| is 1.466 eV/A.

Here are the natural (NBO) charges for atoms 1 to 5, given in e: -0.621, -0.854, -0.837, -0.733, 0.199

No. 8
Here is an isolated ion of composition C3H6NO2 and charge +1 in a non-equilibrium geometry from the OMol25 dataset. Energies are from ωB97M-V with the def2-TZVPD basis set.

Structure (ORCA input):
```
! RIJCOSX wB97M-V def2-TZVPD def2/J DEFGRID3
* xyz 1 1
O -3.051 -0.494 -0.197
O 0.546 1.453 -0.216
N -1.881 -0.298 0.223
C -0.744 -0.330 0.438
C 1.451 -0.711 -0.415
C 0.565 0.226 0.425
H 1.098 2.197 -0.014
H -3.656 0.322 -0.003
H 0.864 -1.609 -0.687
H 1.626 -0.110 -1.261
H 0.849 0.313 1.600
H 2.332 -0.960 0.104
*
```

As for the SMILES: C[C@@H](O)C#[N+]O. The value obtained for the calculated total energy is -322.71379 Ha. Its molar mass is 88.1 g/mol. Its LUMO energy is -4.9 eV. The value obtained for the max |F| is 4.783 eV/A.

Here are the natural (NBO) charges for atoms 1 to 5, given in e: -0.384, -0.716, 0.110, 0.542, -0.605

No. 9
Here is an isolated ion of composition C3H6NO2 and charge +1 in a non-equilibrium geometry from the OMol25 dataset. Energies are from ωB97M-V with the def2-TZVPD basis set.

Structure (ORCA input):
```
! RIJCOSX wB97M-V def2-TZVPD def2/J DEFGRID3
* xyz 1 1
O 0.573 -2.366 -0.587
O 1.832 0.428 1.118
N 1.034 0.021 0.140
C 0.452 -0.932 -0.455
C -1.576 0.740 0.108
C -0.330 0.288 -0.606
H -1.825 1.861 -0.149
H 1.330 -2.857 -0.305
H 2.171 1.298 1.271
H 0.072 0.805 -1.510
H -2.262 0.108 -0.296
H -1.470 0.607 1.270
*
```

As for the SMILES: C[C@@H]1C(O)=[N+]1O. The value obtained for the calculated total energy is -322.67629 Ha. Its molar mass is 88.1 g/mol. Its LUMO energy is -4.4 eV. The value obtained for the max |F| is 7.056 eV/A.

Here are the natural (NBO) charges for atoms 1 to 5, given in e: -0.628, -0.467, 0.018, 0.615, -0.664

No. 10
Here is an isolated ion of composition C3H6NO2 and charge +1 in a non-equilibrium geometry from the OMol25 dataset. Energies are from ωB97M-V with the def2-TZVPD basis set.

Structure (ORCA input):
```
! RIJCOSX wB97M-V def2-TZVPD def2/J DEFGRID3
* xyz 1 1
O 1.518 -1.222 0.066
O 1.391 0.651 -0.727
N -1.417 -0.047 -0.717
C 0.758 -0.042 0.318
C -0.770 0.088 0.645
C 2.167 0.020 0.326
H 2.860 0.425 0.997
H -2.383 0.266 -0.780
H -1.092 -0.853 1.279
H -0.877 0.609 -1.428
H -0.792 1.178 1.021
H -1.362 -1.074 -1.000
*
```

As for the SMILES: [NH3+]C[C@]12O[C@H]1O2. The value obtained for the calculated total energy is -322.69883 Ha. Its molar mass is 88.1 g/mol. Its LUMO energy is -4.2 eV. The value obtained for the max |F| is 3.943 eV/A.

Here are the natural (NBO) charges for atoms 1 to 5, given in e: -0.459, -0.499, -0.707, 0.339, -0.273

No. 11
Here is one molecule with the formula C3H6NO2PS in a non-equilibrium geometry from the OMol25 dataset. Energies are from ωB97M-V with the def2-TZVPD basis set.

Structure (ORCA input):
```
! RIJCOSX wB97M-V def2-TZVPD def2/J DEFGRID3
* xyz 0 1
S -0.054 -0.072 -0.192
P 1.277 1.489 -0.418
O 0.314 -3.690 -0.751
O 0.442 2.767 0.093
N -1.009 -1.808 -0.704
C 0.178 -2.486 -0.638
C 1.120 -1.428 -0.129
C -0.782 2.639 0.735
H -1.382 1.969 0.183
H 2.119 -1.302 -0.505
H 1.343 -1.726 0.876
H -1.168 3.760 0.906
H -0.622 2.164 1.755
H -1.775 -2.276 -1.212
*
```

The value obtained for the calculated total energy is -1062.58712 Ha. Its molar mass is 151.1 g/mol. Its LUMO energy (spin up / spin down) is -1.4 / -1.4 eV. The value obtained for the max |F| is 4.059 eV/A.

Here are the natural (NBO) charges for atoms 1 to 5, given in e: 0.275, 0.816, -0.615, -0.777, -0.876

No. 12
Here is an isolated ion of composition C3H6NO2S and charge -1 in a non-equilibrium geometry from the OMol25 dataset. Energies are from ωB97M-V with the def2-TZVPD basis set.

Structure (ORCA input):
```
! RIJCOSX wB97M-V def2-TZVPD def2/J DEFGRID3
* xyz -1 1
S -1.562 0.197 0.355
O -2.782 0.984 -0.021
O -1.857 -0.868 1.299
N -0.605 1.306 1.422
C 0.814 -0.868 -0.459
C -0.790 -0.362 -1.100
C 1.960 -0.597 -1.053
H 0.331 1.423 1.000
H -0.632 0.812 2.339
H 0.621 -1.695 0.227
H 2.940 -0.842 -0.510
H 2.064 -0.089 -1.957
H -0.501 0.599 -1.542
*
```

As for the SMILES: C=CC=[S@@](N)(=O)[O-]. The value obtained for the calculated total energy is -721.25311 Ha. Its molar mass is 120.2 g/mol. Its LUMO energy is 3.9 eV. The value obtained for the max |F| is 5.098 eV/A.

Here are the natural (NBO) charges for atoms 1 to 5, given in e: 2.143, -0.992, -1.026, -1.082, -0.186

Asked for ΔE to the lowest compared entry with this formula, charge and spin across the records above, the calculation gives 380.1 172.1 152.9 241.0 369.6 299.5 215.1 433.4 531.9 472.7 278.0 408.3 kJ/mol in order.